Entry 1:
# C27H35IN3O3PSi

A 3-piece molecular cluster, C27H35IN3O3PSi overall in a non-equilibrium geometry (the ωB97M-V functional and the def2-TZVPD basis, the OMol25 dataset).

Values from the calculation:
Largest force on an atom: 1.43 eV/Å
HOMO: -8.276 eV
SMILES: CCNc1cc2c(cc1[Si](C)(C)C)C(=O)c1c(cccc1P(O)I)C2=O.CCCC#N.CCCC#N
Gap between HOMO and LUMO: 7.129 eV
E_LUMO: -1.1 eV

XYZ file:
```
71
Properties=species:S:1:pos:R:3:mulliken_charge:R:1
I 6.656 -3.373 -0.497 -0.230
P 4.730 -2.220 0.577 0.452
Si -1.936 2.220 0.753 -0.010
O -1.240 -4.585 -0.179 -0.640
O 5.052 -2.251 2.194 -0.499
O 2.418 -0.731 0.210 -0.631
N 8.219 4.034 0.894 -0.425
N -3.820 0.591 -2.864 -0.413
N -3.951 -0.388 0.355 -0.059
C 8.886 1.559 1.384 -0.547
C 0.151 -1.300 0.251 -0.564
C -2.546 -0.643 0.322 -1.068
C 1.028 -4.057 0.142 0.172
C 7.707 0.595 1.213 -0.266
C 8.513 2.947 1.113 0.246
C -1.818 2.668 2.570 -1.170
C 3.346 -3.456 0.415 0.812
C -0.425 -3.725 0.006 0.505
C -5.802 2.713 -4.790 -0.401
C 1.602 -1.619 0.235 0.826
C 1.362 -5.402 0.146 -0.607
C -3.989 -1.113 2.740 -1.355
C 1.999 -3.055 0.266 -0.655
C -4.033 1.368 -3.682 0.287
C -4.514 -0.153 1.693 -0.101
C -1.594 0.384 0.436 0.896
C -6.657 1.541 -5.261 -1.118
C -2.150 -1.969 0.173 -0.301
C 3.657 -4.812 0.437 -0.207
C -0.801 -2.305 0.141 0.132
C -4.312 2.368 -4.710 -0.494
C -0.246 0.029 0.383 -0.395
C 6.607 0.809 2.246 -0.921
C 2.682 -5.797 0.291 -0.972
C -3.565 2.869 0.088 -0.869
C -0.555 3.178 -0.127 -1.373
H 0.223 3.422 0.592 0.347
H 2.957 -6.839 0.284 0.425
H -1.712 3.750 2.648 0.377
H 4.684 -5.127 0.554 0.228
H -0.975 4.112 -0.494 0.407
H -0.135 2.634 -0.967 0.381
H 5.829 0.062 2.118 0.101
H -0.939 2.239 3.047 0.370
H -2.703 2.396 3.143 0.335
H 7.006 0.711 3.259 0.314
H -7.699 1.845 -5.359 0.326
H -6.321 1.177 -6.233 0.301
H -4.383 0.886 2.015 0.076
H -3.956 1.998 -5.673 0.335
H -2.926 -0.982 2.929 0.293
H 0.597 -6.152 0.029 0.487
H -4.407 2.598 0.724 0.333
H 6.143 1.793 2.157 0.346
H -3.773 2.518 -0.917 0.143
H 9.286 1.488 2.397 0.302
H 9.693 1.281 0.704 0.308
H -3.529 3.957 0.051 0.452
H -3.734 3.266 -4.481 0.268
H -5.921 3.548 -5.483 0.317
H -6.617 0.711 -4.554 0.329
H 8.082 -0.426 1.307 0.252
H -4.205 -2.138 2.464 0.336
H -5.582 -0.347 1.617 0.441
H 7.295 0.690 0.207 0.308
H -4.497 -0.881 3.673 0.456
H -2.886 -2.748 0.073 0.631
H -6.154 3.056 -3.816 0.287
H -4.211 0.334 -0.301 0.206
H 4.294 -2.577 2.697 0.362
H 0.537 0.768 0.462 0.780
```

=====

Entry 2:
# C34H72F14N11O30S14

A 11-piece molecular cluster, C34H72F14N11O30S14 overall in a non-equilibrium geometry (the ωB97M-V functional and the def2-TZVPD basis, the OMol25 dataset).

Values from the calculation:
Largest force on an atom: 14.24 eV/Å
HOMO: -2.617 eV
Total charge: -3
Gap between HOMO and LUMO: 2.046 eV
E_LUMO: -0.6 eV

XYZ file:
```
175
Properties=species:S:1:pos:R:3:mulliken_charge:R:1
S 11.270 -0.548 -1.091 1.075
S 9.262 -1.997 -8.007 1.164
S 14.376 0.209 -9.736 1.161
S 13.928 3.139 -13.671 1.104
S 4.581 -0.456 -8.058 0.935
S 2.321 -0.655 -8.951 1.067
S 15.273 5.011 -12.863 0.990
S 6.093 8.281 -8.256 1.034
S 15.601 -1.283 -11.108 1.033
S 7.679 9.308 -9.419 1.144
S 8.938 -4.003 -9.396 0.944
S 8.008 7.055 -4.093 0.851
S 11.473 -1.061 -3.379 1.044
S 5.814 6.282 -4.343 0.783
F 4.817 5.273 -3.473 -0.408
F 10.614 -1.345 -7.449 -0.233
F 8.243 10.782 -9.117 -0.370
F 9.173 6.875 -2.992 -0.360
F 12.647 -1.606 -4.469 -0.447
F 16.378 -1.208 -12.549 -0.371
F 4.547 8.546 -7.799 -0.390
F 14.825 1.694 -9.127 -0.345
F 16.662 5.229 -12.031 -0.376
F 14.206 1.558 -13.846 -0.271
F 5.338 -0.668 -6.650 -0.233
F 8.927 -5.591 -9.019 -0.329
F 12.199 -0.994 0.146 -0.326
F 1.077 0.344 -8.577 -0.312
O 9.246 -1.210 -9.176 -0.487
O 2.795 -0.058 -10.179 -0.552
O 9.024 5.789 -8.988 0.298
O 6.676 7.949 -6.997 -0.250
O 10.447 -2.017 -3.689 -0.565
O 9.707 -3.927 -10.643 -0.660
O 7.868 8.515 -4.059 -0.589
O 7.533 -3.643 -9.555 -0.499
O 1.680 -1.956 -9.008 -0.597
O 5.872 5.514 -5.620 -0.378
O 13.071 0.406 -10.340 -0.426
O 8.769 6.404 -5.162 -0.307
O 11.219 0.299 -3.976 -0.164
O 14.317 5.619 -11.920 -0.500
O 14.563 -0.651 -8.608 -0.587
O 8.894 8.965 -15.161 -0.322
O 13.778 3.620 -15.031 -0.606
O 4.935 -1.777 -8.636 -0.538
O 11.193 0.891 -1.023 -0.447
O 14.382 -1.945 -11.479 -0.545
O 5.273 0.675 -8.649 -0.437
O 16.624 -2.101 -10.511 -0.671
O 8.268 -1.724 -6.958 -0.522
O 7.748 9.287 -10.863 -0.583
O 10.070 -1.381 -0.849 -0.603
O 12.672 3.241 -12.875 -0.420
O 4.971 7.495 -4.365 -0.632
O 15.639 5.706 -14.060 -0.656
O 8.688 8.500 -8.718 -0.487
O 6.039 7.157 -9.252 -0.538
N 9.424 4.395 -8.892 0.638
N 9.746 -3.677 -8.125 -0.363
N 9.456 7.704 -14.923 0.751
N 12.322 -1.220 -2.206 -0.439
N 6.280 9.718 -8.658 -0.576
N 15.631 0.234 -10.859 -0.216
N 7.647 3.279 -1.113 0.743
N 3.204 -0.165 -7.585 -0.351
N 6.834 6.138 -3.243 0.013
N 15.103 3.494 -2.710 0.363
N 15.457 3.537 -12.913 -0.246
C 10.217 5.002 -14.101 -0.684
C 10.277 8.427 -12.536 -1.605
C 11.771 5.485 -8.450 -1.732
C 15.986 3.200 -1.466 -1.042
C 9.589 7.338 -13.434 2.013
C 10.576 6.170 -13.239 -1.469
C 10.070 7.162 -17.388 -1.742
C 10.330 5.422 -15.646 -1.711
C 8.508 2.684 -7.343 -1.324
C 8.373 3.283 -8.815 1.798
C 16.735 3.567 -4.460 -0.709
C 7.193 2.617 -2.569 -0.618
C 7.426 2.920 1.384 -0.676
C 15.738 2.476 -4.923 -0.459
C 9.031 3.987 -1.347 -1.109
C 13.646 3.922 -2.274 -1.128
C 9.921 2.363 -6.886 1.272
C 11.588 3.169 -9.529 -1.228
C 9.393 6.676 -16.094 1.574
C 7.463 0.775 -4.320 -1.921
C 6.993 3.957 -8.941 -1.810
C 7.885 6.214 -16.351 -1.511
C 15.902 4.474 -3.656 -0.434
C 10.926 4.116 -8.527 1.851
C 14.997 2.186 -3.644 -0.542
C 7.908 2.262 0.043 -0.495
C 8.516 2.236 -9.874 -1.650
C 12.808 4.361 -3.481 0.930
C 8.062 1.559 -3.094 1.400
C 10.946 3.480 -7.074 -1.288
C 6.750 4.335 -0.516 -0.372
C 12.313 5.790 -3.199 -1.724
C 6.335 3.777 0.898 -0.738
C 8.161 7.068 -13.012 -1.583
H 11.364 5.567 -15.961 0.497
H 6.196 3.293 -8.605 0.414
H 7.304 1.412 -0.272 0.566
H 11.283 6.125 -7.715 0.384
H 10.624 5.793 -12.217 0.128
H 13.837 4.677 -1.511 0.542
H 6.263 2.117 -2.296 0.353
H 7.631 1.617 -10.022 0.488
H 13.287 4.187 -4.444 -0.091
H 6.627 4.284 -9.914 0.451
H 15.048 2.794 -5.705 0.116
H 17.278 4.077 -5.256 0.449
H 6.727 0.025 -4.029 0.580
H 11.937 5.977 -9.409 0.153
H 7.117 3.520 -3.175 0.116
H 5.935 4.301 -1.238 0.221
H 15.191 4.906 -4.361 0.281
H 11.290 8.490 -12.934 0.658
H 7.019 1.379 -5.111 0.274
H 5.400 3.249 0.709 0.324
H 6.836 4.873 -8.372 0.332
H 8.847 4.680 -2.168 0.140
H 9.366 7.855 -17.848 0.461
H 8.305 0.211 -4.721 0.533
H 7.700 5.143 -16.269 0.342
H 6.308 4.649 1.551 0.397
H 16.214 1.560 -5.274 0.435
H 8.966 2.034 0.170 0.063
H 13.161 3.045 -1.843 0.389
H 7.105 6.664 -15.737 0.361
H 11.043 7.625 -17.224 0.427
H 13.992 1.768 -3.713 0.329
H 7.179 5.317 -0.318 0.316
H 15.615 2.357 -0.884 0.379
H 9.854 9.431 -12.572 0.383
H 7.486 7.872 -12.716 0.524
H 11.119 2.191 -9.636 0.306
H 10.261 1.458 -7.390 0.181
H 11.613 6.460 -13.408 0.632
H 8.143 3.614 1.822 0.254
H 10.427 7.972 -11.557 0.181
H 8.672 2.501 -10.920 0.246
H 9.886 2.198 -5.809 -1.005
H 8.939 1.962 -3.600 -0.649
H 11.865 5.825 -2.206 0.391
H 17.564 3.116 -3.915 0.256
H 8.151 6.568 -12.044 0.142
H 11.978 3.166 -6.920 0.302
H 16.986 2.841 -1.710 0.383
H 9.692 3.183 -1.673 0.104
H 7.668 6.274 -13.572 0.329
H 9.164 1.435 -9.517 0.208
H 9.184 4.708 -13.918 0.326
H 11.533 3.743 -10.454 0.051
H 10.121 6.407 -18.172 0.398
H 12.749 5.261 -8.025 0.353
H 10.689 4.083 -13.754 0.454
H 11.970 3.689 -3.668 -0.065
H 12.629 2.951 -9.290 0.303
H 7.909 1.777 -7.265 0.404
H 9.361 4.487 -0.437 0.616
H 11.650 6.203 -3.959 0.394
H 7.240 2.155 2.137 0.437
H 16.095 4.064 -0.810 0.363
H 15.656 1.419 -3.236 0.369
H 8.426 0.974 -2.250 0.135
H 10.674 4.272 -6.376 0.308
H 13.144 6.470 -3.012 0.368
H 16.422 5.293 -3.160 0.399
H 10.038 4.531 -16.202 0.514
H 8.016 3.385 -6.668 0.288
H 7.724 6.500 -17.390 0.468
```